Below is a 2-piece molecular cluster, C3F4O2 overall, with properties calculated with ωB97M-V/def2-TZVPD.

Cartesian coordinates (Å):
O  -0.82725  1.46586  -0.29336
C  -1.62233  0.63872  -0.08875
C  -2.73074  -0.00950  0.16801
F  -2.68754  -0.81148  1.23982
F  -3.50137  -0.48939  -0.87244
O  1.74574  -0.47178  -0.65244
C  2.75495  -0.22236  -0.11481
F  2.94813  0.70708  0.83446
F  3.92041  -0.80716  -0.22048

E in a.u.: -664.180836
HOMO-LUMO gap in eV: 9.2151
SMILES string: O=C=C(F)F.O=C(F)F
LUMO energy in eV: -0.27

Below is an isolated ion of composition C9H15N2O and charge +1, with properties calculated with ωB97M-V/def2-TZVPD.

Cartesian coordinates (Å):
C  -0.72280  -0.82595  -1.36300
N  -1.60576  -0.93786  -0.41852
C  -2.87710  -0.25446  -0.51627
C  -1.13284  -1.26625  0.89504
C  -0.19122  -0.12938  1.41182
N  0.52682  0.47638  0.29594
C  0.12244  1.84711  0.05082
C  1.82823  0.10469  0.01913
C  2.91596  0.70556  -0.63905
C  3.97083  -0.24167  -0.58210
C  3.56174  -1.30650  0.15223
O  2.21837  -1.18694  0.38930
H  0.21734  -1.40421  -1.40023
H  -1.04820  -0.32064  -2.25663
H  -2.62806  0.74545  -0.65032
H  -3.68710  -0.60022  -1.27270
H  -3.38954  -0.54341  0.36612
H  -0.47112  -2.26144  0.74926
H  -2.05875  -1.38571  1.54744
H  -0.64431  0.64373  2.09783
H  0.44313  -0.78679  2.12695
H  0.11136  2.17006  -0.90098
H  -0.86998  1.86378  0.31715
H  0.64385  2.50765  0.68715
H  3.17943  1.58075  -1.26732
H  4.95518  -0.05688  -0.75551
H  4.01431  -2.29242  0.07907

Charge: +1
E in a.u.: -536.313747
HOMO-LUMO gap in eV: 6.8991
SMILES string: C=[N+](C)CCN(C)c1ccco1
LUMO energy in eV: -4.27

Record order is preserved below.
Relative energy (zero: lowest compared OMol25 entry of this formula, charge and spin): 41.6 95.1 kcal/mol